Below is 5 unconnected molecules or ions with the total composition C34H81BF3N4O4S in a non-equilibrium geometry, with properties calculated with ωB97M-V/def2-TZVPD.

Calculated values
E_HOMO: -5.80 eV
Calculated total energy: -2586.7061 a.u.
Strongest force on any atom: 1.85 eV/A
E_LUMO: 2.300 eV
Kohn-Sham gap: 8.098 eV

```
! RIJCOSX wB97M-V def2-TZVPD def2/J DEFGRID3
* xyz -1 1
H -0.7954 -3.2325 -0.6537
H -8.9177 3.4270 -1.9140
H 7.2082 -1.0214 2.7899
H -3.8171 6.0841 -0.2081
H 1.0889 -4.3398 -1.7818
H -5.5695 0.6526 -2.8924
O -3.6541 0.5151 0.6482
H 0.5639 -5.9835 -1.5825
H 5.7852 0.4781 1.3621
H -6.9659 1.5954 -0.3579
S -2.3178 0.4691 1.2397
C -2.3262 -2.6667 0.6979
H -0.3135 -1.9104 0.3625
H 8.2342 -0.4549 4.1120
H -5.8362 5.1086 -0.7555
H -1.1280 -0.7119 3.1809
H 1.6268 -7.7210 -2.6276
H 4.1313 -7.6948 -2.5652
C 3.2046 -3.0930 1.7482
H 11.3381 2.2512 -0.1825
H 3.0276 -3.8603 -2.9558
H -5.2864 3.7836 -4.8240
C 2.7366 -4.5565 -4.9775
H 4.2162 0.7663 2.0827
H -7.3942 7.7006 1.0569
H 10.7865 -1.2421 3.6903
O 4.7023 -1.2123 1.7405
H -4.7697 2.5804 -3.6521
H -3.7782 7.6919 0.4385
C 4.7536 0.1387 1.3711
H -4.0663 -0.3308 3.3291
H -4.2274 6.6210 2.7888
C 2.1943 -7.0988 -3.3245
H -7.3405 5.8463 -0.2787
H 3.0268 -3.2795 0.6915
H -10.3872 2.4587 -1.8720
C -6.5010 0.8919 -2.3744
H 1.6591 -7.1462 -4.2875
H 4.1577 -3.5666 1.9825
C -5.7908 9.0427 1.4821
H 2.5610 -5.4855 -5.5223
H 3.5805 -4.0533 -5.4545
H -0.8746 -4.4215 1.8321
H 0.4788 -4.5464 0.7252
C 8.9517 0.0540 2.1329
C -3.7077 6.1656 1.9439
N 2.2378 -5.7607 -2.7726
H -5.8979 2.6786 -1.2616
C -6.5093 4.5342 1.2036
H 11.8703 -2.6296 2.1242
C 3.5728 -7.7180 -3.5016
H -6.3654 7.1825 2.3836
C 3.3594 -1.6097 1.9956
C -6.1505 1.6310 -1.0810
H 1.8659 -3.9164 -5.1067
F -2.8104 2.4853 2.9954
F -2.4832 3.1049 0.9053
N 10.2959 0.4110 2.5517
H 2.0784 -4.7890 2.3567
C 0.7208 -3.1150 2.3608
H 4.0985 -5.1378 -3.4274
H 0.8347 -2.0691 2.1006
H -9.3397 1.8242 -3.9128
H 11.9951 0.6517 0.1193
C -0.1522 -5.0656 -3.3804
H -9.0129 1.9985 -0.8789
H 8.9291 -0.4026 1.1305
C -0.1196 -3.8469 1.3025
C 11.4312 -1.7223 1.7041
H 8.7079 -1.8604 3.1452
C 11.1306 1.2909 0.2944
O -1.2257 0.3400 0.2862
H 10.1895 2.3599 1.8974
H -5.4756 2.0637 -5.1898
C 0.9419 -5.2754 -2.3267
C -6.9271 2.8523 -3.7916
H 0.1851 -3.1236 3.3052
H -5.7661 9.5242 0.5035
H 12.1247 -1.3479 0.9524
H 10.2710 0.8538 -0.2138
O -3.1965 -0.3204 3.7245
F -0.7781 2.4352 2.1547
C -2.6245 -2.2866 2.1524
C -6.3454 5.5755 0.0922
H -6.9390 -0.0790 -2.1304
H -2.7482 -1.9475 0.0035
N -5.6528 6.8134 0.4080
H -3.6873 -2.4524 2.3281
H -7.2258 3.7742 0.8866
C -5.5321 2.8102 -4.3963
C 2.1150 -3.7282 2.5967
H 0.0263 -4.1776 -3.9850
N -7.3833 1.5587 -3.3257
H -4.7825 9.0543 1.8973
C -9.2957 2.4061 -1.8480
H -7.6271 3.1902 -4.5623
C -0.8489 -2.8537 0.3695
H 10.5070 -2.0108 1.2024
H -2.1114 -2.9783 2.8172
H -6.9434 3.6198 -2.9999
H 11.7983 1.8098 2.2756
C -6.3508 7.6319 1.3773
H -9.0822 0.4936 -2.8161
C 8.2423 -0.8746 3.1052
H 12.1400 -0.2971 3.1622
H 3.0975 -1.3431 3.0216
H -2.6459 6.3957 2.0516
H 2.3681 -3.6406 3.6505
H 4.1593 -7.2054 -4.2652
B -2.2361 -0.7969 2.6933
H -6.4205 9.6417 2.1419
H -3.8083 5.0857 2.0225
C -2.0968 2.2211 1.8789
H -5.5744 4.0180 1.4166
H -1.1131 -4.9241 -2.8823
C -8.7963 1.5318 -3.0069
H 4.3434 0.2927 0.3729
H 2.6921 -1.0480 1.3419
H -6.8835 4.9714 2.1305
C 3.0583 -4.8082 -3.4973
H -0.2519 -5.9238 -4.0468
H 3.4725 -8.7585 -3.8140
H 8.3750 0.9802 2.0605
C 11.1827 -0.7038 2.8259
H -2.8164 -3.6202 0.4768
C -4.2157 6.7024 0.5992
H -5.2834 1.1687 -0.6100
C 10.8662 1.5063 1.7903
*
```

Below is 25 unconnected molecules or ions with the total composition C6H62NO29S in a non-equilibrium geometry, with properties calculated with ωB97M-V/def2-TZVPD.

Calculated values
E_HOMO: -7.14 eV
Calculated total energy: -2900.4623 a.u.
Strongest force on any atom: 17.55 eV/A
E_LUMO: 0.597 eV
Kohn-Sham gap: 7.733 eV
Energy above the lowest of the compared OMol25 structures with the same formula, charge and spin: 0.4305 eV

```
! RIJCOSX wB97M-V def2-TZVPD def2/J DEFGRID3
* xyz -1 1
H 29.6510 44.0340 38.1710
H 25.4140 48.8540 42.8960
H 35.1880 41.1820 42.7550
O 27.9190 45.0940 45.4720
O 27.5280 45.2370 41.9800
H 27.7880 43.4980 40.9560
H 34.8180 43.6170 43.8990
H 29.3090 39.7580 41.9570
H 26.0090 45.4550 43.3730
N 30.3690 42.8310 42.2510
H 35.1030 44.5250 42.6320
H 28.8140 44.6340 40.7190
O 24.5810 42.4810 45.4170
H 28.0610 40.6440 43.8870
O 30.2200 43.5640 46.3580
O 28.8400 40.2470 44.4670
H 30.8220 42.8570 41.2610
H 31.8930 38.8180 38.7350
O 24.2970 44.0750 39.8390
O 29.8680 38.9930 42.3410
C 26.4240 44.7240 42.6590
O 25.9600 46.3820 39.6380
C 34.3790 40.2040 43.0280
O 26.7220 43.3960 38.3700
H 22.7630 44.4090 42.0690
H 32.1740 40.7600 41.8350
H 34.4500 39.6610 42.2610
O 22.8520 45.3440 42.0870
O 31.5790 43.0470 39.6230
H 30.7670 41.8010 44.0020
H 26.0820 43.6440 38.8840
H 26.7910 46.3110 40.0590
O 25.5920 48.2980 43.6800
H 28.1870 44.3760 38.1850
C 29.3290 43.8170 42.6730
C 32.4440 41.5130 42.5910
H 25.5350 44.7100 41.9040
O 25.2650 41.7250 40.8020
H 29.6450 46.4160 38.8790
O 29.0440 44.7250 38.0380
H 29.1720 39.5610 43.8630
H 27.7540 41.4890 41.8650
H 29.9700 43.7420 47.3080
H 24.2610 42.9500 44.6400
S 28.7540 40.8550 39.5610
H 28.6200 43.4380 43.4910
H 23.0740 45.9050 45.1130
H 25.1640 43.3150 45.7220
H 31.1360 38.8380 43.5280
O 33.5650 40.7350 39.2180
H 30.8720 40.2380 45.8730
H 24.8920 47.6840 43.8930
O 29.1100 39.5530 39.2070
O 32.4700 45.1570 45.9050
O 23.9760 45.9630 44.7140
H 26.5630 43.8780 43.1850
H 29.1780 38.2540 42.1910
H 31.6490 44.7640 46.2040
H 31.8640 43.8330 39.3450
C 31.3830 42.3520 43.2520
O 28.9230 41.0120 40.9320
O 27.3760 41.0510 39.2070
H 24.4820 43.3940 40.2240
H 22.7610 45.6390 43.0390
H 30.7220 42.0320 46.3220
C 28.4610 44.3330 41.4940
H 33.1850 44.6360 46.1360
H 27.3020 44.5390 46.0840
O 31.2670 41.0790 46.3460
H 32.2880 39.7170 44.1600
H 29.8640 44.6300 43.1260
H 24.5900 46.0920 45.4710
H 32.9570 42.2420 42.0230
H 27.7000 48.0830 43.1940
O 34.4640 44.3920 43.4540
H 31.7050 43.1890 43.7980
H 26.1210 46.6140 38.6920
H 29.5330 44.0380 45.8850
H 25.9510 41.5990 40.2560
H 25.5890 41.7690 41.7080
O 33.1990 40.7820 43.5060
H 34.9290 39.7570 43.7370
H 29.3160 48.0760 38.9930
H 27.6760 45.9380 45.7410
H 30.6440 39.2570 39.4220
H 26.7310 40.5010 42.5390
O 31.6170 38.8870 44.4280
H 33.6420 41.7840 39.1990
O 27.1320 41.3260 42.7450
H 32.6170 40.7180 39.5160
H 29.9930 41.9000 41.9250
H 24.7780 45.0110 40.0530
O 29.5410 41.8650 38.8730
H 26.9960 42.4520 38.8600
O 28.4620 47.7380 43.0330
O 29.6790 47.2260 39.4060
H 28.4570 46.7880 42.8570
O 31.5490 39.0200 39.7030
H 30.8110 42.6310 39.1350
*
```

Below is a molecular structure, C52H33I4N8SSn in a non-equilibrium geometry, with properties calculated with ωB97M-V/def2-TZVPD.

Calculated values
E_HOMO: -9.36 eV
Calculated total energy: -4242.3172 a.u.
Strongest force on any atom: 4.44 eV/A
E_LUMO: -4.570 eV
Kohn-Sham gap: 4.788 eV
Energy above the lowest of the compared OMol25 structures with the same formula, charge and spin: 1.9091 eV

```
! RIJCOSX wB97M-V def2-TZVPD def2/J DEFGRID3
* xyz 1 1
C 2.0301 -3.4511 3.6637
C 0.6529 -1.5394 3.1459
C 0.4150 -2.9812 -1.4330
C -1.6323 3.7973 0.8279
N 0.2154 3.9810 4.0856
H -0.3039 -4.9860 -3.0865
H 2.7211 -2.1982 0.6165
C -3.2951 -2.8507 -0.7194
I -9.7165 2.4297 0.5333
C 3.0827 -0.5285 -1.9092
C 2.2582 -2.3192 1.5636
H 3.4149 -4.0425 2.1525
H -4.8038 2.1360 -1.2825
H 3.4965 -1.9510 -4.2739
C -7.6371 1.7789 0.5494
H 3.4120 -3.2773 -2.8774
C 2.8908 3.0163 -1.1129
N 0.8094 -1.5992 -1.3911
H -0.7190 3.9208 4.5615
C -2.5023 1.7245 0.6026
H -5.4307 -0.1333 2.2635
I 1.9634 9.7173 -0.4582
C -1.9245 -2.6232 -0.6249
C 2.6686 -3.3281 2.4150
C 1.4402 -3.7792 -2.0651
C -3.3793 0.6158 0.4797
H -1.5288 4.8902 1.1019
C -5.4348 1.7761 -0.4873
H 1.7937 7.2595 -2.4901
C 2.8155 0.7685 -1.2923
C 0.6827 5.7572 0.8893
H 5.6222 0.1696 -1.1101
C 5.5332 -0.1641 -2.1561
C -6.7877 2.2116 -0.4844
H -1.7070 -1.5577 4.3959
C -3.9687 -1.7897 -0.1799
C -1.7684 -7.0858 -0.2266
C 2.1543 -1.6458 -1.8711
C -0.7917 -5.6303 -2.3681
I -1.8554 -9.7388 -1.9607
C -7.0892 1.0604 1.6040
H -7.1646 2.8413 -1.3203
H -1.0652 -7.3586 -3.5912
H 4.7298 2.0530 -1.8126
Sn -0.0030 -0.2287 0.1484
C -0.8626 -3.5012 -1.0937
C 0.6537 2.9383 3.3875
C -1.1220 -6.9665 -2.5627
C 1.5915 6.9263 -1.5220
C -5.8046 0.5705 1.5401
C 4.3484 -0.6920 -2.7124
C -2.8174 3.0728 0.9787
H -1.3788 0.1694 4.9873
C -1.5699 -7.7615 -1.4897
N -0.1977 1.8293 3.4721
H 0.8140 4.7339 4.4119
C 0.9589 4.9285 -0.1967
N -1.1499 1.6383 0.0788
H 5.6538 -1.9537 -5.6549
I 8.4952 -0.4179 -5.3041
C 3.6878 1.9674 -1.3806
H 3.1385 4.0626 -1.2408
C 4.3794 -1.4210 -3.9547
C -0.2351 -0.4385 3.3584
C -0.6230 2.9764 0.2962
C 5.5222 -1.4112 -4.7222
H -2.0167 -7.6590 0.6987
H 0.6719 7.8288 1.6212
H 2.2428 -4.1688 4.3995
C -1.0803 -5.0028 -1.1906
N 1.5427 1.1425 -0.7530
C 0.6531 3.4687 -0.1830
C 1.0015 -2.5712 3.9784
H -5.0145 -1.7103 0.0368
C 2.4529 -2.9697 -2.3845
H 0.3724 5.3617 1.8525
C 1.4448 7.7175 -0.3800
C 6.6950 -0.1612 -2.9272
H 0.5221 -2.5965 4.9249
C -1.5124 -0.5171 4.0979
H 7.6619 0.2909 -2.6047
H -7.6950 0.8929 2.4973
S 2.2826 2.9339 2.8329
H 1.3709 -4.8528 -2.2531
N -1.7804 -1.2812 -0.2076
C 0.8863 7.1535 0.7643
C -1.5903 -5.7300 -0.0854
H -2.3214 -0.1770 3.4572
H -1.9026 -5.1995 0.7841
C -4.8865 0.9824 0.5040
H 1.6120 4.9247 -2.2155
N 1.2642 -1.4742 1.8498
N 0.2548 0.7459 2.9453
C -3.0548 -0.7292 0.1944
C 1.5966 2.5313 -0.6445
C 6.6675 -0.7433 -4.2159
H -3.7645 3.4187 1.4540
C 1.3876 5.5440 -1.3966
H -3.7401 -3.7618 -1.1435
*
```

Below is 2 unconnected molecules or ions with the total composition C3H9N in a non-equilibrium geometry, with properties calculated with ωB97M-V/def2-TZVPD.

Calculated values
E_HOMO: -9.26 eV
Calculated total energy: -174.3948 a.u.
Strongest force on any atom: 1.37 eV/A
E_LUMO: 1.130 eV
SMILES string: C=C.CN
Kohn-Sham gap: 10.390 eV
Energy above the lowest of the compared OMol25 structures with the same formula, charge and spin: 1.5841 eV

```
! RIJCOSX wB97M-V def2-TZVPD def2/J DEFGRID3
* xyz 0 1
C 1.0898 0.5357 -2.0319
C -0.8392 -1.2460 1.8801
C -1.7583 -1.5665 2.7874
H 1.7676 0.1155 -1.2783
H -0.6224 -0.2048 1.6967
N 1.2214 1.9834 -2.0311
H 2.0849 2.2562 -2.4480
H -2.0719 -0.7525 3.4353
H 0.1363 0.2335 -1.6009
H -2.2187 -2.4992 3.0594
H 0.5267 2.4788 -2.5788
H -0.3386 -1.9895 1.2721
H 1.4365 0.0662 -2.9555
*
```